Entry 1:
{"formula": "H4O2", "method": "ωB97M-V/def2-TZVPD", "homo_energy_ev": -11.0, "homo_lumo_gap_ev": 11.708, "smiles": "O.O", "de_lowest_ev": 0.056, "elements": ["O", "H", "H", "O", "H", "H"], "xyz": [[-0.553, -0.584, 1.332], [-0.199, -1.449, 1.061], [-0.525, -0.105, 0.489], [0.397, 0.596, -1.264], [0.598, 1.511, -1.022], [1.245, 0.170, -1.418]], "nbo_charge": [-0.951, 0.460, 0.485, -0.951, 0.480, 0.478]}

---

Entry 2:
{"formula": "H4O2", "method": "ωB97M-V/def2-TZVPD", "homo_energy_ev": -10.6, "homo_lumo_gap_ev": 11.085, "smiles": "O.O", "de_lowest_ev": 0.213, "elements": ["O", "H", "H", "O", "H", "H"], "xyz": [[1.237, 0.013, 0.011], [1.873, 0.754, -0.053], [1.864, -0.755, -0.084], [-1.458, -0.083, -0.028], [-0.528, -0.320, 0.237], [-1.443, 0.878, 0.038]], "nbo_charge": [-0.951, 0.483, 0.481, -0.960, 0.489, 0.457]}

---

Entry 3:
{"formula": "H4O2", "method": "ωB97M-V/def2-TZVPD", "homo_energy_ev": -11.6, "homo_lumo_gap_ev": 12.465, "smiles": "O.O", "de_lowest_ev": 0.228, "elements": ["O", "H", "H", "O", "H", "H"], "xyz": [[1.133, 1.878, -1.009], [0.819, 2.404, -1.728], [0.813, 0.999, -1.165], [-0.727, -1.962, 1.051], [-1.655, -1.868, 1.095], [-0.383, -1.451, 1.755]], "nbo_charge": [-0.937, 0.466, 0.470, -0.933, 0.466, 0.467]}

---

Entry 4:
{"formula": "H4O2", "method": "ωB97M-V/def2-TZVPD", "homo_energy_ev": -10.8, "homo_lumo_gap_ev": 11.391, "smiles": "O.O", "de_lowest_ev": 0.112, "elements": ["O", "H", "H", "O", "H", "H"], "xyz": [[-0.442, -1.334, -0.299], [-1.264, -1.484, 0.143], [-0.151, -0.456, -0.151], [0.517, 1.150, 0.223], [0.197, 1.801, -0.429], [0.619, 1.607, 1.044]], "nbo_charge": [-0.966, 0.461, 0.486, -0.949, 0.484, 0.484]}

---

Entry 5:
{"formula": "H4O2", "method": "ωB97M-V/def2-TZVPD", "homo_energy_ev": -10.6, "homo_lumo_gap_ev": 11.576, "smiles": "O.O", "de_lowest_ev": 0.845, "elements": ["O", "H", "H", "O", "H", "H"], "xyz": [[1.270, 0.200, 0.004], [1.440, -0.538, -0.668], [1.612, -0.281, 0.722], [-1.073, 0.033, 0.036], [-2.020, -0.395, 0.042], [-1.229, 0.981, -0.136]], "nbo_charge": [-0.910, 0.459, 0.456, -0.936, 0.458, 0.474]}

---

Entry 6:
{"formula": "H4O2", "method": "ωB97M-V/def2-TZVPD", "homo_energy_ev": -10.7, "homo_lumo_gap_ev": 11.295, "smiles": "O.O", "de_lowest_ev": 0.078, "elements": ["O", "H", "H", "O", "H", "H"], "xyz": [[0.401, 0.726, 0.735], [0.390, 1.029, 1.650], [1.330, 0.542, 0.548], [-1.081, -0.889, -0.988], [-0.437, -0.947, -1.700], [-0.603, -0.461, -0.245]], "nbo_charge": [-0.947, 0.485, 0.479, -0.964, 0.457, 0.490]}

---

Entry 7:
{"formula": "H4O2P2", "method": "ωB97M-V/def2-TZVPD", "homo_energy_ev": [-8.2, -11.0], "homo_lumo_gap_ev": [8.837, 8.341], "de_lowest_ev": 0.447, "multiplicity": 3, "elements": ["O", "O", "P", "P", "H", "H", "H", "H"], "xyz": [[-0.092, -1.629, 0.297], [-1.580, -1.743, -1.923], [1.477, 1.244, -0.498], [-0.719, -0.873, -1.019], [0.057, -2.507, 0.226], [0.994, 0.699, 0.719], [2.108, 0.033, -0.559], [-1.695, -0.104, -0.209]], "nbo_charge": [-0.979, -0.923, 0.104, 1.452, 0.498, -0.043, -0.061, -0.049]}

---

Entry 8:
{"formula": "H4O2P3", "method": "ωB97M-V/def2-TZVPD", "homo_energy_ev": -3.6, "homo_lumo_gap_ev": 7.943, "charge": -1, "smiles": "O=P#[PH][PH3][O-]", "de_lowest_ev": 2.025, "elements": ["O", "P", "P", "P", "O", "H", "H", "H", "H"], "xyz": [[-2.045, -1.152, -2.237], [-1.398, -0.115, -1.399], [-0.999, -0.849, 0.513], [1.091, 0.718, 0.521], [1.974, -0.166, -0.242], [-1.316, -2.166, 0.285], [1.805, 1.927, 0.774], [0.022, 1.345, -0.076], [0.866, 0.458, 1.861]], "nbo_charge": [-1.112, 0.869, -0.545, 1.309, -1.133, -0.014, -0.191, -0.093, -0.090]}

---

Entry 9:
{"formula": "H4O2Si", "method": "ωB97M-V/def2-TZVPD", "homo_energy_ev": -10.7, "homo_lumo_gap_ev": 11.178, "smiles": "O[SiH2]O", "de_lowest_ev": 0.008, "elements": ["O", "Si", "O", "H", "H", "H", "H"], "xyz": [[-1.359, 0.559, -0.025], [-0.034, -0.363, 0.211], [1.307, 0.448, -0.276], [-1.210, 1.420, -0.436], [0.066, -1.301, -0.857], [-0.021, -0.872, 1.618], [1.196, 1.440, -0.304]], "nbo_charge": [-1.100, 1.707, -1.099, 0.499, -0.261, -0.237, 0.491]}

---

Entry 10:
{"formula": "H4O2Tl", "method": "ωB97M-V/def2-TZVPD", "homo_energy_ev": -25.0, "homo_lumo_gap_ev": 2.069, "charge": 3, "de_lowest_ev": 0.918, "elements": ["Tl", "O", "H", "H", "O", "H", "H"], "xyz": [[14.339, 3.899, 15.240], [18.814, 2.458, 15.047], [19.321, 3.043, 15.610], [19.462, 1.857, 14.679], [11.547, 0.930, 12.970], [11.297, 0.768, 12.060], [11.117, 0.232, 13.465]], "nbo_charge": [1.353, -0.254, 0.535, 0.543, -0.257, 0.542, 0.537]}

---

Entry 11:
{"formula": "H4O4SSi", "method": "ωB97M-V/def2-TZVPD", "homo_energy_ev": -10.4, "homo_lumo_gap_ev": 10.576, "de_lowest_ev": 5.113, "elements": ["O", "O", "O", "O", "Si", "S", "H", "H", "H", "H"], "xyz": [[-2.764, -1.386, -0.847], [-3.710, -1.270, 1.450], [-0.422, -0.133, 0.415], [-1.273, -0.960, 1.264], [1.189, -0.021, 0.129], [-2.535, -1.903, 0.491], [-3.765, -0.286, 1.162], [1.944, 1.205, 0.789], [1.985, -1.232, 0.381], [0.885, 0.550, -1.253]], "nbo_charge": [-0.887, -0.865, -0.641, -0.454, 1.178, 1.711, 0.504, -0.197, -0.185, -0.163]}

---

Entry 12:
{"formula": "H4OP2S", "method": "ωB97M-V/def2-TZVPD", "homo_energy_ev": -9.0, "homo_lumo_gap_ev": 8.852, "de_lowest_ev": 3.118, "elements": ["O", "P", "P", "S", "H", "H", "H", "H"], "xyz": [[1.966, 0.707, 0.318], [-0.140, -0.650, 1.875], [-0.531, 0.427, -1.277], [1.069, -0.410, -0.007], [-0.164, 0.740, 2.037], [-1.761, -0.580, 1.072], [0.384, 0.631, -2.310], [-0.824, -0.866, -1.708]], "nbo_charge": [-0.975, 0.117, 0.147, 0.766, -0.006, -0.016, -0.013, -0.020]}

---

Entry 13:
{"formula": "H4OP2S", "method": "ωB97M-V/def2-TZVPD", "homo_energy_ev": [-8.8, -8.8], "homo_lumo_gap_ev": [7.002, 7.006], "smiles": "POSP", "de_lowest_ev": 3.175, "elements": ["P", "O", "S", "P", "H", "H", "H", "H"], "xyz": [[-2.380, 0.282, 0.065], [-0.884, 0.538, 0.199], [0.719, -0.814, 0.124], [1.975, 0.750, -0.221], [-2.825, -0.416, -1.240], [-2.473, -0.960, 0.962], [2.958, 0.674, 1.016], [2.909, -0.053, -0.906]], "nbo_charge": [0.794, -0.947, 0.112, 0.228, -0.085, -0.084, -0.011, -0.008]}

---

Entry 14:
{"formula": "H4OS", "method": "ωB97M-V/def2-TZVPD", "homo_energy_ev": -9.7, "homo_lumo_gap_ev": 10.486, "smiles": "O.S", "de_lowest_ev": 0.121, "elements": ["O", "H", "H", "S", "H", "H"], "xyz": [[2.023, -1.845, -0.262], [2.131, -1.479, 0.645], [2.411, -2.748, -0.213], [-2.764, 2.260, -0.031], [-1.847, 1.934, 0.899], [-1.954, 1.879, -1.037]], "nbo_charge": [-0.940, 0.470, 0.471, -0.289, 0.143, 0.146]}

---

Entry 15:
{"formula": "H4OS2", "method": "ωB97M-V/def2-TZVPD", "homo_energy_ev": -9.4, "homo_lumo_gap_ev": 9.292, "smiles": "SS.O", "de_lowest_ev": 0.405, "elements": ["S", "S", "H", "H", "O", "H", "H"], "xyz": [[0.692, -0.678, 0.050], [2.295, -1.424, 1.169], [-0.382, -1.433, 0.318], [2.734, -0.326, 1.836], [-2.115, 1.472, -1.045], [-1.763, 0.718, -0.581], [-1.460, 1.671, -1.749]], "nbo_charge": [-0.161, -0.117, 0.136, 0.142, -0.933, 0.463, 0.471]}

---

Entry 16:
{"formula": "H4OSSi", "method": "ωB97M-V/def2-TZVPD", "homo_energy_ev": -9.7, "homo_lumo_gap_ev": 9.242, "de_lowest_ev": 1.702, "elements": ["O", "Si", "S", "H", "H", "H", "H"], "xyz": [[-1.337, 0.367, 0.382], [-0.128, -0.635, -0.105], [1.829, 0.207, 0.329], [-1.654, 0.829, 1.209], [0.171, -2.082, 0.291], [-0.410, -0.492, -1.547], [1.528, 1.808, -0.560]], "nbo_charge": [-1.124, 1.289, -0.502, 0.532, -0.179, -0.196, 0.179]}

---

Entry 17:
{"formula": "H4S2Si", "method": "ωB97M-V/def2-TZVPD", "homo_energy_ev": -9.3, "homo_lumo_gap_ev": 8.007, "smiles": "[SiH2]=S.S", "de_lowest_ev": 1.940, "elements": ["Si", "S", "H", "H", "S", "H", "H"], "xyz": [[-1.131, -1.781, 0.839], [0.442, -0.478, 0.821], [-2.358, -1.225, 0.642], [-1.091, -3.217, 0.669], [1.368, 2.858, -1.040], [0.416, 2.011, -0.903], [2.353, 1.832, -1.027]], "nbo_charge": [1.007, -0.617, -0.210, -0.180, -0.293, 0.135, 0.159]}

---

Entry 18:
{"formula": "H4S2Si2", "method": "ωB97M-V/def2-TZVPD", "homo_energy_ev": -8.7, "homo_lumo_gap_ev": 6.658, "de_lowest_ev": 3.293, "elements": ["Si", "Si", "S", "S", "H", "H", "H", "H"], "xyz": [[-0.544, 1.054, -0.808], [0.672, -1.324, 1.117], [1.130, -0.930, -0.768], [-1.286, 1.594, 0.884], [0.347, 1.806, -1.651], [-1.274, 0.441, -1.894], [-0.524, -2.129, 1.158], [1.480, -0.512, 1.962]], "nbo_charge": [0.967, 1.156, -0.686, -0.769, -0.202, -0.205, -0.129, -0.131]}

---

Entry 19:
{"formula": "H4S4", "method": "ωB97M-V/def2-TZVPD", "homo_energy_ev": -8.4, "homo_lumo_gap_ev": 8.306, "smiles": "SS.SS", "de_lowest_ev": 0.573, "elements": ["S", "S", "H", "H", "S", "S", "H", "H"], "xyz": [[-1.347, -0.643, -1.527], [0.408, -1.795, -1.378], [-0.962, 0.111, -2.613], [0.020, -2.399, -0.244], [-0.462, 0.874, 1.860], [1.424, 1.634, 1.180], [-0.808, 0.275, 0.692], [1.378, 0.890, 0.005]], "nbo_charge": [-0.148, -0.131, 0.160, 0.148, -0.167, -0.156, 0.143, 0.151]}

---

Entry 20:
{"formula": "H4SSi", "method": "ωB97M-V/def2-TZVPD", "homo_energy_ev": [-9.2, -8.1], "homo_lumo_gap_ev": [8.271, 7.218], "de_lowest_ev": 4.144, "elements": ["Si", "S", "H", "H", "H", "H"], "xyz": [[-0.008, -0.563, -0.065], [-1.740, -0.053, -1.130], [2.178, 0.740, 0.479], [-0.233, -0.363, 1.344], [0.712, -1.442, -1.147], [-1.085, 1.044, -1.547]], "nbo_charge": [0.763, -0.462, -0.255, -0.127, -0.097, 0.178]}

---

F_max (computed, eV Å⁻¹): 0.729; 2.518; 1.805; 2.186; 3.999; 0.712; 4.750; 1.728; 2.671; 2.199; 2.913; 3.509; 4.826; 1.233; 1.202; 4.237; 4.626; 2.789; 1.517; 3.287
Calculated total energy (computed, eV): -4159.88287; -4159.72548; -4159.71076; -4159.82646; -4159.09353; -4159.86052; -22734.56176; -32026.39637; -12039.19253; -8808.60053; -26963.56929; -31522.19615; -31522.13923; -12947.35785; -23782.37287; -20824.82460; -29611.81739; -37489.39137; -43405.03037; -18773.62926